9 unconnected molecules or ions with the total composition C25H71O36P7S2 at a distorted geometry, computed with ωB97M-V/def2-TZVPD.

```
141
Properties=species:S:1:pos:R:3:lowdin_charge:R:1
C -3.8354 3.3608 -4.5614 -0.07
O -2.4263 3.0246 -4.4782 -0.24
P -2.0078 1.6800 -3.6658 0.50
O -0.6549 1.5489 -3.0199 -0.25
O -3.1220 1.4730 -2.5082 -0.23
C -2.8772 1.9322 -1.2405 -0.14
O -2.6097 0.4533 -4.5461 -0.23
C -2.1127 0.2049 -5.8615 -0.10
H -3.7430 4.1280 -3.7926 0.10
H -4.5263 2.5346 -4.3939 0.10
H -4.0535 3.9277 -5.4666 0.09
H -2.5722 1.1000 -0.6061 0.08
H -3.7187 2.4353 -0.7640 0.09
H -1.9093 2.4334 -1.2365 0.06
H -1.1959 0.7402 -6.1086 0.09
H -2.8605 0.4828 -6.6044 0.09
H -1.7646 -0.8231 -5.9622 0.07
C 4.5566 4.3796 3.8346 -0.11
O 4.3434 4.6815 2.4603 -0.24
P 3.3153 3.6785 1.5653 0.53
O 3.7084 2.2470 1.5271 -0.26
O 3.1333 4.3901 0.1532 -0.22
C 4.2424 4.8417 -0.6808 -0.05
O 1.8919 3.9531 2.3970 -0.25
C 1.4214 3.0788 3.4293 -0.10
H 5.1123 3.5138 4.1948 0.10
H 3.5603 4.3394 4.2748 0.06
H 4.8943 5.2875 4.3342 0.09
H 5.1543 5.0904 -0.1380 0.10
H 3.8176 5.7529 -1.1020 0.08
H 4.4932 4.2754 -1.5777 0.09
H 1.8528 2.0784 3.3931 0.07
H 0.3336 3.0099 3.4445 0.09
H 1.6856 3.5835 4.3586 0.08
C 0.5336 -1.7661 -3.0542 -0.10
O 1.2644 -2.4498 -4.0756 -0.25
P 1.0497 -4.1092 -4.3039 0.48
O 0.1227 -4.7714 -3.3586 -0.22
O 2.5486 -4.6052 -4.0436 -0.24
C 2.9733 -5.9157 -4.5888 -0.05
O 0.8295 -4.2620 -5.8901 -0.23
C -0.4003 -3.9876 -6.5293 -0.09
H 1.2469 -1.0452 -2.6546 0.08
H 0.2841 -2.3218 -2.1502 0.05
H -0.3884 -1.4290 -3.5279 0.08
H 2.1521 -6.5856 -4.8438 0.08
H 3.6441 -6.5056 -3.9641 0.09
H 3.5690 -5.6517 -5.4626 0.09
H -0.5366 -4.9348 -7.0512 0.10
H -0.1328 -3.3470 -7.3696 0.09
H -1.1363 -3.4955 -5.8935 0.09
C -2.2272 -2.9770 2.3881 -0.07
O -1.7183 -1.6596 2.1580 -0.20
P -0.4085 -1.4182 1.2775 0.54
O -0.2327 -2.4756 0.2497 -0.24
O -0.6991 0.1300 0.8002 -0.22
C 0.2390 0.9766 0.1376 -0.10
O 0.8208 -1.2802 2.4191 -0.28
C 2.2675 -1.1448 2.1248 -0.05
H -3.2941 -2.8847 2.1844 0.09
H -2.1105 -3.1921 3.4503 0.06
H -1.7960 -3.7364 1.7358 0.05
H 1.1370 1.0364 0.7526 0.06
H 0.0721 2.0417 -0.0226 0.09
H 0.6965 0.5726 -0.7655 0.08
H 2.4840 -1.3345 1.0735 0.07
H 2.8292 -1.7842 2.8058 0.09
H 2.6112 -0.1902 2.5232 0.06
C 0.8515 -0.4346 5.4052 -0.06
O -0.4966 -0.8821 5.8574 -0.24
P -0.7744 -2.4724 6.2180 0.55
O -2.1683 -2.9811 5.9601 -0.25
O 0.5579 -3.2107 5.5889 -0.23
C 0.3682 -4.1827 4.5868 -0.11
O -0.5262 -2.4764 7.8533 -0.24
C -1.4497 -1.7096 8.6474 -0.12
H 0.9080 0.5301 5.9093 0.09
H 0.9170 -0.2365 4.3353 0.05
H 1.6639 -1.0982 5.7014 0.09
H 0.8720 -5.1282 4.7875 0.10
H 0.7355 -3.7717 3.6464 0.08
H -0.6876 -4.3567 4.3789 0.05
H -1.2539 -1.5772 9.7115 0.08
H -2.3352 -2.3447 8.6232 0.08
H -1.8220 -0.7496 8.2897 0.08
C -1.0964 5.5361 1.3307 -0.05
O -0.2618 6.7033 1.7442 -0.25
P -0.4479 8.2150 1.1115 0.41
O 0.0215 9.2093 2.0965 -0.25
O 0.4339 8.3763 -0.2328 -0.19
C 1.3829 7.3616 -0.5549 -0.12
O -1.9887 8.3602 0.7546 -0.24
C -2.9093 8.8277 1.8154 -0.05
H -0.5601 4.7342 0.8234 0.07
H -1.9272 6.0001 0.7990 0.07
H -1.5743 5.0655 2.1899 0.08
H 2.3681 7.8280 -0.5532 0.09
H 1.0924 7.0423 -1.5557 0.09
H 1.5064 6.4154 -0.0281 0.06
H -3.6912 8.0751 1.9168 0.09
H -3.4048 9.7484 1.5073 0.09
H -2.3940 9.0451 2.7510 0.08
C 4.7701 0.4245 -1.1783 -0.08
O 4.0677 -0.7707 -1.5717 -0.24
P 4.9955 -1.9958 -2.0202 0.44
O 6.2314 -2.3437 -1.2681 -0.23
O 3.9452 -3.1847 -2.2553 -0.21
C 3.0866 -3.5264 -1.2157 -0.12
O 5.3515 -1.5010 -3.5283 -0.21
C 4.3192 -1.4889 -4.5203 -0.11
H 5.7845 0.4369 -1.5771 0.09
H 4.7900 0.5795 -0.0996 0.07
H 4.1647 1.2055 -1.6383 0.09
H 3.2368 -4.5393 -0.8422 0.10
H 2.0362 -3.5653 -1.5041 0.06
H 3.0414 -2.8313 -0.3773 0.07
H 3.3156 -1.4784 -4.0952 0.05
H 4.2412 -2.1970 -5.3452 0.09
H 4.4088 -0.5042 -4.9791 0.09
C -1.7242 -4.9912 -0.9263 -0.18
C -0.5984 -5.8504 -0.5770 -0.27
O -0.6776 -6.3793 0.6575 -0.17
S -2.1400 -6.3845 1.2521 0.71
O -2.0985 -5.9488 2.6115 -0.22
O -2.9323 -7.5929 0.9014 -0.25
O -2.5679 -5.1438 0.2270 -0.23
H -2.2229 -5.4825 -1.7618 0.13
H -1.4906 -3.9461 -1.1296 0.11
H 0.3017 -5.2415 -0.4933 0.13
H -0.5287 -6.7583 -1.1762 0.14
C -5.4504 -1.5576 0.6705 -0.21
C -5.6364 -1.7117 -0.8555 -0.16
O -6.9102 -1.1156 -1.0672 -0.20
S -7.0968 0.1670 0.0150 0.76
O -8.5219 0.3702 0.2326 -0.24
O -6.3309 1.3834 -0.2882 -0.27
O -6.2653 -0.5697 1.2678 -0.17
H -4.3754 -1.3877 0.7306 0.11
H -5.6353 -2.4798 1.2213 0.13
H -5.7162 -2.7679 -1.1128 0.14
H -4.8988 -1.1064 -1.3824 0.12
```

**Charge**: 0
**E_LUMO**: 0.00373 Ha
**SMILES**: COP(=O)(OC)OC.COP(=O)(OC)OC.COP(=O)(OC)OC.COP(=O)(OC)OC.COP(=O)(OC)OC.COP(=O)(OC)OC.COP(=O)(OC)OC.O=S1(=O)OCCO1.O=S1(=O)OCCO1
**Calculated total energy**: -6889.990617 Eh
**Kohn-Sham gap**: 10.372 eV



A molecular structure, C4H6N2 at a distorted geometry, computed with ωB97M-V/def2-TZVPD.

```
12
Properties=species:S:1:pos:R:3:lowdin_charge:R:1
C -1.0710 0.8651 -0.2749 -0.05
C -0.3317 -0.2987 0.3548 -0.31
N -0.1050 -1.4057 -0.4652 0.03
C 1.1969 -1.0298 0.0246 -0.11
C 1.5214 0.3833 0.2496 -0.34
N 1.9674 1.4054 0.5986 0.13
H -0.7158 1.1261 -1.2776 0.09
H -2.0994 0.4849 -0.3671 0.09
H -1.0816 1.7705 0.3346 0.09
H -0.5107 -0.4516 1.4093 0.14
H -0.2544 -1.1682 -1.4381 0.11
H 1.4839 -1.6812 0.8512 0.12
```

**Charge**: 0
**E_LUMO**: 0.02852 Ha
**Calculated total energy**: -265.394690 Eh
**Kohn-Sham gap**: 9.698 eV



4 unconnected molecules or ions with the total composition C15H15ClO11 at a distorted geometry, computed with ωB97M-V/def2-TZVPD.

```
42
Properties=species:S:1:pos:R:3:lowdin_charge:R:1
O -1.0380 -3.5447 -0.4615 0.05
C -0.3309 -4.1673 -1.2798 -0.30
C 1.1486 -3.6804 -1.6559 0.03
C 2.1380 -4.6996 -1.7184 0.02
C 1.6547 -6.2092 -1.4491 -0.31
O 2.3389 -7.0404 -0.8339 0.06
C 0.1913 -6.5382 -2.0378 -0.49
Cl -0.2124 -8.1656 -2.7621 0.58
C -0.8089 -5.5298 -1.9896 0.01
H 1.3829 -2.5820 -1.8554 0.12
H 3.2202 -4.4307 -1.9459 0.12
H -1.8578 -5.6572 -2.3909 0.12
C -2.8676 0.6617 -1.8456 -0.13
C -3.1195 -0.8076 -1.7060 -0.12
O -2.1595 -1.3806 -2.5863 0.05
C -1.1533 -0.4773 -2.7244 -0.55
O -0.1071 -0.7089 -3.2631 0.13
O -1.4839 0.7197 -2.1730 0.07
H -3.0723 1.2071 -0.9269 0.10
H -3.4428 1.1101 -2.6611 0.14
H -2.9307 -1.1707 -0.6917 0.13
H -4.1321 -1.0873 -1.9991 0.14
C -1.2309 2.6384 2.8289 -0.13
C -0.7814 1.9386 1.5832 -0.12
O -2.0065 1.5172 0.9940 0.03
C -2.9820 2.3400 1.4669 -0.55
O -4.1027 2.3673 1.0447 0.15
O -2.5213 3.1243 2.4750 0.08
H -0.5679 3.4597 3.1078 0.10
H -1.3311 1.9569 3.6794 0.14
H -0.2669 2.6084 0.8889 0.13
H -0.1370 1.0841 1.7937 0.14
C 4.1221 4.3765 2.4790 -0.13
C 3.5448 3.4686 1.4350 -0.12
O 2.1636 3.4336 1.7718 0.05
C 1.8921 4.5691 2.4709 -0.53
O 0.7897 4.9346 2.7616 0.15
O 3.0320 5.2336 2.7951 0.08
H 4.9728 4.9501 2.1093 0.14
H 4.4223 3.8386 3.3827 0.14
H 3.6522 3.8710 0.4238 0.14
H 3.9782 2.4683 1.4657 0.14
```

**Charge**: 0
**E_LUMO**: -0.04238 Ha
**SMILES**: O=C1C=CC(=O)C(Cl)=C1.O=C1OCCO1.O=C1OCCO1.O=C1OCCO1
**Calculated total energy**: -1868.342362 Eh
**Kohn-Sham gap**: 8.888 eV



3 unconnected molecules or ions with the total composition C6H17NO at a distorted geometry, computed with ωB97M-V/def2-TZVPD.

```
25
Properties=species:S:1:pos:R:3:lowdin_charge:R:1
C -1.4651 -0.3361 -1.0345 -0.42
C -0.4634 -0.7025 0.8427 -0.39
C -1.0143 -1.5681 -1.7986 -0.08
C -0.7958 0.3686 1.8760 -0.13
C 0.8653 -1.4122 1.1323 -0.14
O -1.2856 0.8104 -1.5801 -0.17
H 0.1741 1.1151 -1.4969 0.10
H -2.4080 -0.4621 -0.4864 0.11
H -1.2272 -1.4776 0.9203 0.08
H 0.0260 -1.4672 -2.1161 0.07
H -1.6264 -1.6583 -2.7016 0.08
H -1.1219 -2.4810 -1.2130 0.07
H -1.7323 0.8758 1.6311 0.07
H 1.7066 -0.7109 1.2008 0.06
H 0.8426 -1.9479 2.0901 0.07
H -0.0176 1.1362 1.9355 0.05
H -0.8966 -0.0442 2.8888 0.07
H 1.1053 -2.1395 0.3510 0.06
C 1.4114 2.3069 -0.1744 -0.08
N 1.0693 1.0352 -0.8326 0.03
H 1.8748 0.5714 -1.2381 0.14
H 0.5254 0.3086 -0.1731 0.08
H 2.0605 2.1340 0.6841 0.08
H 1.9049 2.9787 -0.8770 0.08
H 0.4878 2.7667 0.1698 0.09
```

**Charge**: 0
**E_LUMO**: 0.02513 Ha
**Calculated total energy**: -368.683984 Eh
**Kohn-Sham gap**: 7.900 eV



A molecular structure, C22H17N3O2PdS at a distorted geometry, computed with ωB97M-V/def2-TZVPD.

```
46
Properties=species:S:1:pos:R:3:lowdin_charge:R:1
Pd 0.0582 0.1217 -0.1272 0.95
C -2.0278 -2.3242 -1.0382 -0.02
O -1.4038 -1.5210 -0.0255 -0.23
C -1.8737 -1.6288 1.2663 -0.19
C -3.0633 -2.2349 1.6330 0.01
C -3.3944 -2.3719 2.9760 -0.01
C -2.5195 -1.9451 3.9745 -0.04
C -1.3388 -1.3296 3.6381 0.02
C -1.0141 -1.1153 2.2831 -0.18
N 0.0624 -0.3708 1.9130 -0.02
N 1.0909 -0.2656 2.6534 0.12
C 2.1686 0.4709 2.4719 -0.09
C 2.4499 1.2243 1.2306 -0.27
O 1.5559 1.4532 0.3620 -0.10
C 3.7749 1.7256 1.0722 0.03
C 4.6775 1.7194 2.0890 0.05
C 4.3557 1.1806 3.3685 -0.15
C 5.2186 1.2959 4.4610 0.03
C 4.8812 0.7480 5.6919 0.00
C 3.6943 0.0269 5.8390 -0.02
C 2.8248 -0.0961 4.7780 0.02
C 3.1178 0.5057 3.5343 -0.09
H -3.0873 -2.0876 -1.1511 0.11
H -1.9071 -3.3843 -0.7969 0.12
H -1.5052 -2.1023 -1.9697 0.08
H -3.7473 -2.6084 0.8897 0.12
H -4.3369 -2.8221 3.2467 0.13
H -2.7767 -2.0875 5.0132 0.12
H -0.6679 -0.9548 4.3959 0.12
H 4.0104 2.1695 0.1161 0.13
H 5.6637 2.1361 1.9485 0.14
H 6.1504 1.8268 4.3423 0.13
H 5.5478 0.8616 6.5339 0.13
H 3.4558 -0.4291 6.7886 0.12
H 1.9064 -0.6559 4.8742 0.11
S -0.2965 0.6280 -2.4519 0.90
C -1.2789 1.8399 -1.6808 -0.69
C -1.9643 2.8406 -2.3783 -0.03
C -2.6551 3.7918 -1.6488 0.00
C -2.6636 3.7279 -0.2599 0.02
C -1.9932 2.6843 0.3616 -0.06
N -1.3377 1.7771 -0.3425 -0.04
H -1.9316 2.8608 -3.4565 0.13
H -3.1844 4.5850 -2.1545 0.13
H -3.1764 4.4661 0.3329 0.13
H -1.9846 2.5771 1.4391 0.14
```

**Charge**: +2
**E_LUMO (spin up / spin down)**: -0.25722 / -0.34014 Ha
**2S+1**: 5
**Calculated total energy**: -1688.689818 Eh
**Kohn-Sham gap (spin up / spin down)**: 7.036 / 5.225 eV



C7H15NO2S in the gas phase at a distorted geometry, computed with ωB97M-V/def2-TZVPD.

```
26
Properties=species:S:1:pos:R:3:lowdin_charge:R:1
C -1.6546 2.9957 0.0809 -0.16
C -0.7638 1.7874 0.3460 -0.29
C 0.2566 1.6931 -0.8364 -0.23
C 1.0096 -0.5801 -0.2073 -0.38
C 1.0766 -0.9966 1.2380 -0.22
C 0.8403 -2.5016 1.2347 -0.20
C -0.2782 -1.1725 -0.9270 -0.21
H -2.1514 3.4678 1.0842 0.12
H -0.9914 3.7442 -0.5875 0.10
H -2.5299 2.5662 -0.5826 0.09
H -0.2975 2.0864 1.2924 0.11
H -1.4448 0.9385 0.3422 0.08
H -0.2148 1.5235 -1.8193 0.12
H 0.7090 2.7673 -0.8656 0.13
H 1.8502 0.7428 -1.4717 0.10
H 1.8534 -1.2941 -0.5796 0.17
H 0.1984 -0.7112 1.8261 0.12
H 1.9952 -0.6720 1.6747 0.12
H 1.9239 -2.8889 0.9679 0.14
H 0.3376 -2.9471 2.1195 0.11
H -0.2521 -1.1350 -2.0100 0.12
H -1.2793 -0.8371 -0.7058 0.08
N 1.3685 0.7527 -0.5989 -0.03
O 0.3682 -3.6026 -1.1525 -0.34
O -1.6177 -3.0022 0.3513 -0.32
S -0.3120 -2.7244 -0.2139 0.67
```

**Charge**: 0
**E_LUMO**: 0.02424 Ha
**SMILES**: CCCN[C@H]1CCS(=O)(=O)C1
**Calculated total energy**: -879.038925 Eh
**Kohn-Sham gap**: 10.123 eV